No. 1
{"formula": "C5H10O2", "method": "ωB97M-V/def2-TZVPD", "symbols": ["O", "C", "C", "C", "C", "C", "O", "H", "H", "H", "H", "H", "H", "H", "H", "H", "H"], "coordinates": [[2.3800, 0.6958, 0.0578], [1.7875, -0.6205, 0.1800], [0.8114, -1.0487, -0.8426], [-1.3270, -0.7761, 0.1780], [-1.9220, 0.5720, 0.5817], [-0.6999, 1.2103, -0.0805], [-0.4333, -0.1187, -0.7563], [2.5700, 0.7931, -0.8852], [1.3747, -0.6206, 1.2015], [2.5645, -1.4004, 0.1656], [1.1619, -0.8854, -1.8649], [-0.7369, -1.2486, 0.9670], [-1.9047, -1.5303, -0.3541], [-2.0395, 0.7290, 1.6531], [-2.8499, 0.7883, 0.0520], [0.1466, 1.4609, 0.5603], [-0.8834, 1.9997, -0.8132]], "forces_ev_per_a": [[0.072, 0.139, -0.321], [-0.084, -0.402, 0.175], [0.449, 0.177, -0.192], [-0.328, -0.115, 0.158], [-0.214, 0.109, 0.108], [0.052, 0.117, 0.067], [-0.007, -0.424, 0.141], [0.057, 0.093, 0.183], [0.023, -0.052, -0.204], [0.016, 0.197, 0.015], [0.111, 0.169, -0.008], [-0.106, 0.087, -0.178], [-0.104, 0.152, 0.146], [-0.013, 0.051, -0.142], [0.078, 0.106, 0.116], [-0.153, -0.108, -0.045], [0.150, -0.297, -0.019]], "homo_ev": -7.04, "homo_lumo_gap_ev": 7.9, "e_above_lowest_kj_mol": 576.0, "e_tot_ha": -346.806049}

***

No. 2
{"formula": "C11H25FIN3O6P2S", "method": "ωB97M-V/def2-TZVPD", "symbols": ["C", "C", "C", "C", "P", "O", "I", "O", "S", "O", "O", "O", "C", "F", "H", "H", "H", "H", "H", "H", "H", "C", "N", "C", "P", "O", "N", "C", "C", "N", "C", "C", "H", "H", "H", "H", "H", "H", "H", "H", "H", "H", "H", "H", "H", "H", "H", "H", "H", "H"], "coordinates": [[-0.0961, -2.8652, -0.4423], [-0.9057, -2.4581, -1.6271], [-2.2897, -3.1934, -2.1213], [-3.6484, -2.6999, -1.3483], [-3.9951, -0.8401, -1.0894], [-5.6777, -0.6394, -1.6228], [-2.7030, 0.6027, -2.6023], [-3.9837, -3.3365, -0.0399], [-5.5985, -3.9725, -0.0246], [-6.6061, -3.4005, 1.0058], [-5.7092, -5.5458, 0.0376], [-6.1459, -3.6691, -1.6441], [-4.8657, -3.2965, -2.3233], [-4.4713, -4.6116, -2.9302], [0.9064, -3.4584, -0.6593], [-0.3228, -2.6006, 0.6759], [-0.5156, -1.5637, -2.3081], [-2.3720, -3.1705, -3.3089], [-2.1583, -4.3496, -1.8541], [-6.1648, -0.0342, -0.9891], [-5.0003, -2.6047, -3.2596], [0.9131, 1.5483, 2.5541], [1.7634, 0.7632, 1.6979], [1.8800, -0.6102, 2.1745], [2.6184, 1.1353, 0.3076], [1.5630, 0.4657, -0.6060], [2.3318, 2.6801, -0.4066], [1.6888, 3.8340, 0.1923], [1.9350, 2.6516, -1.8311], [3.8319, 1.9051, 1.3581], [3.7099, 2.6486, 2.5937], [5.0471, 2.2662, 0.6248], [1.2573, 1.4939, 3.5921], [-0.1253, 1.1738, 2.5368], [0.8710, 2.6003, 2.3084], [2.8248, -0.7454, 2.7098], [1.8594, -1.3176, 1.3395], [1.0631, -0.8979, 2.8466], [0.7009, 3.6040, 0.5866], [1.5381, 4.6466, -0.5352], [2.3172, 4.2952, 0.9512], [0.8623, 2.4532, -1.9382], [2.4904, 1.8879, -2.3852], [2.1547, 3.6008, -2.3296], [2.9201, 3.3998, 2.5960], [4.6319, 3.1964, 2.8393], [3.5449, 1.9731, 3.4349], [4.9485, 3.2473, 0.1479], [5.2526, 1.5285, -0.1585], [5.9290, 2.2798, 1.2741]], "forces_ev_per_a": [[-0.590, 0.482, -1.885], [0.831, -0.292, 1.111], [0.639, -0.287, 1.944], [-2.733, -2.143, -3.169], [-1.864, 0.977, 1.126], [1.888, -0.005, 1.050], [-0.285, -0.683, -0.219], [-1.702, -0.063, -1.187], [-5.390, -5.595, 2.526], [4.666, -0.569, -4.080], [1.891, 6.323, -0.337], [4.740, 2.003, 1.569], [-0.293, -1.455, -2.130], [-0.333, 2.747, 1.342], [-1.235, 2.820, 0.490], [-0.561, -1.915, -2.126], [0.028, -3.077, 0.580], [-0.065, 0.479, 2.769], [-0.421, 2.677, -0.523], [1.115, -1.056, -0.860], [-0.264, -1.327, 2.061], [-0.514, 0.027, 0.018], [-0.811, -0.836, 2.093], [0.269, -0.087, -0.384], [-5.104, 5.060, 2.221], [3.398, -2.441, -0.827], [0.160, 0.607, -2.239], [0.657, 0.547, 0.400], [0.136, -0.438, -0.015], [2.191, -1.247, -2.561], [-0.325, -0.729, 1.028], [0.173, 0.021, -0.223], [0.019, -0.027, 0.110], [0.166, 0.068, -0.016], [0.114, 0.076, -0.220], [0.079, -0.175, 0.190], [0.007, 0.051, -0.003], [0.058, 0.302, -0.127], [-0.178, -0.013, 0.148], [0.186, -0.486, -0.075], [-0.154, -0.084, 0.327], [-0.002, -0.102, -0.106], [-0.270, 0.059, 0.213], [0.073, 0.108, 0.370], [-0.106, -0.155, -0.093], [-0.028, -0.377, -0.476], [-0.149, 0.082, 0.129], [0.066, 0.049, 0.006], [-0.038, 0.158, 0.052], [-0.133, -0.057, 0.010]], "smiles": "C=CC[C@]1(P(O)I)OS(=O)(=O)O[C@@H]1F.CN(C)P(=O)(N(C)C)N(C)C", "homo_ev": -7.94, "homo_lumo_gap_ev": 6.6, "e_above_lowest_kj_mol": 636.6, "e_tot_ha": -2527.840688}

***

Question: Which formula does entry 1 have?
Answer: C5H10O2